1 | This record from the Open Molecules 2025 dataset describes a 2-piece molecular cluster, C4H13N3O overall. The level of theory is ωB97M-V with the def2-TZVPD basis set.

Cartesian coordinates (Å):
N 1.884 0.455 1.519
N 1.460 -0.284 0.414
N 2.416 -0.437 -0.603
C 0.574 -1.494 0.681
O 0.635 -2.482 -0.026
H 2.690 -0.005 1.940
H 2.247 1.331 1.148
H 2.612 -1.440 -0.678
H 1.944 -0.211 -1.478
H 0.174 -1.421 1.701
C -1.725 1.277 0.610
C -1.275 0.028 -0.146
C -1.517 0.115 -1.644
H -1.175 2.165 0.280
H -1.557 1.158 1.685
H -2.793 1.473 0.461
H -1.846 -0.820 0.243
H 0.005 0.175 -0.014
H -1.019 0.988 -2.080
H -1.152 -0.792 -2.135
H -2.583 0.220 -1.876

Values from the calculation:
- HOMO: -8.476 eV
- HOMO-LUMO gap: 9.111 eV
- LUMO level: 0.6 eV
- SMILES: NN(N)C=O.CCC

These are the Mulliken partial charges, in e, on atoms 1 to 5: N -0.728; N 0.393; N -0.794; C 0.114; O -0.545

2 | This record from the Open Molecules 2025 dataset describes C4H13N3O as an isolated structure. The level of theory is ωB97M-V with the def2-TZVPD basis set.

Cartesian coordinates (Å):
C 1.648 -0.201 -0.137
N 2.035 0.326 -1.396
N 1.951 -1.596 -0.076
O 1.866 0.545 0.883
H 0.501 0.907 1.503
H 0.179 -0.240 -0.137
H 1.914 1.326 -1.451
H 1.670 -0.163 -2.200
H 2.811 -1.832 -0.556
H 1.980 -1.924 0.881
C -1.299 1.346 -0.623
C -2.010 -0.889 0.391
C -1.020 0.253 0.387
N -0.597 0.737 1.603
H -0.676 0.036 2.334
H -1.410 0.938 -1.628
H -0.493 2.078 -0.621
H -2.226 1.855 -0.350
H -2.160 -1.284 -0.613
H -1.685 -1.691 1.053
H -2.976 -0.528 0.753

Values from the calculation:
- HOMO: -8.714 eV
- HOMO-LUMO gap: 9.417 eV
- LUMO level: 0.7 eV

These are the Mulliken partial charges, in e, on atoms 1 to 5: C 0.843; N -0.585; N -0.568; O -0.756; H 0.436

3 | This record from the Open Molecules 2025 dataset describes a 2-piece molecular cluster, C4H13N3O overall. The level of theory is ωB97M-V with the def2-TZVPD basis set.

Cartesian coordinates (Å):
C 0.394 1.406 0.178
C 2.054 -0.722 0.836
C -1.615 -0.136 -2.154
C -0.341 -1.327 1.290
N -0.543 -0.230 -1.209
N 0.148 0.961 -1.087
N -0.714 1.819 0.919
O 0.836 -0.182 1.333
H 0.941 1.031 -1.724
H 1.288 2.005 0.303
H -1.541 1.317 0.624
H -0.580 1.732 1.918
H 2.833 0.030 0.957
H 2.349 -1.595 1.422
H 1.917 -0.995 -0.214
H -1.934 -1.149 -2.405
H -2.520 0.398 -1.782
H 0.004 -1.974 2.097
H -1.318 -0.885 1.439
H -0.361 -1.864 0.346
H -1.295 0.361 -3.086

Values from the calculation:
- HOMO: -6.241 eV
- HOMO-LUMO gap: 7.089 eV
- LUMO level: 0.8 eV

These are the Mulliken partial charges, in e, on atoms 1 to 5: C -0.158; C -0.733; C -0.863; C -0.727; N -0.383

4 | This record from the Open Molecules 2025 dataset describes a 2-piece molecular cluster, C4H13N3O overall. The level of theory is ωB97M-V with the def2-TZVPD basis set.

Cartesian coordinates (Å):
C -1.504 1.237 -1.021
C -0.021 1.308 -0.228
C -0.193 1.948 1.127
O 0.993 1.436 -0.895
H -1.733 0.258 -1.438
H -1.351 1.910 -1.861
H -2.356 1.593 -0.449
H -0.939 1.406 1.705
H 0.760 1.954 1.653
H -0.528 2.977 1.001
N 1.729 -1.066 0.674
C 0.420 -1.223 0.102
N -0.302 -2.182 0.885
N 0.490 -1.549 -1.304
H 2.222 -0.299 0.227
H 1.683 -0.898 1.672
H -0.459 -0.271 -0.026
H -1.125 -2.496 0.385
H 0.279 -2.998 1.053
H 1.129 -2.324 -1.457
H 0.806 -0.723 -1.807

Values from the calculation:
- HOMO: -9.239 eV
- HOMO-LUMO gap: 10.122 eV
- LUMO level: 0.9 eV
- SMILES: CC(C)=O.NC(N)N

These are the Mulliken partial charges, in e, on atoms 1 to 5: C -1.086; C 0.885; C -1.413; O -0.606; H 0.374

The winner here is 2, beating the second structure by 30.1 kJ/mol.

1 | This record from the Open Molecules 2025 dataset describes a 3-piece molecular cluster, C4H13N3O overall. The level of theory is ωB97M-V with the def2-TZVPD basis set.

Cartesian coordinates (Å):
C -1.479 0.359 0.954
C -0.386 1.206 1.555
N -1.606 -0.882 1.482
O -2.628 1.049 0.801
H -2.993 0.670 -0.082
H -1.240 0.324 -0.621
H -2.309 -1.477 1.070
H -0.750 -1.358 1.748
H -0.196 2.045 0.898
H -0.747 1.582 2.523
H 0.516 0.654 1.800
C 1.842 0.526 -1.857
N 0.567 -1.848 -1.042
C 1.995 -0.157 -0.530
N 1.354 -1.185 -0.131
H -0.079 -1.250 -1.572
H 0.083 -2.604 -0.580
H 2.676 0.270 0.198
H 0.801 0.805 -2.041
H 2.448 1.427 -1.913
H 2.130 -0.158 -2.661

Values from the calculation:
- HOMO: -8.452 eV
- HOMO-LUMO gap: 9.054 eV
- LUMO level: 0.6 eV

These are the Mulliken partial charges, in e, on atoms 1 to 5: C 0.462; C -1.344; N -0.438; O -0.424; H 0.456

2 | This record from the Open Molecules 2025 dataset describes a 2-piece molecular cluster, C4H13N3O overall. The level of theory is ωB97M-V with the def2-TZVPD basis set.

Cartesian coordinates (Å):
N 1.038 0.889 2.321
C 1.219 -0.024 1.242
C 0.117 -0.439 0.532
N -1.186 0.180 0.969
C 0.011 -1.484 -0.410
C -0.364 -0.833 -1.809
N 0.471 -1.052 -3.058
H 0.318 1.562 2.214
H 1.619 0.704 2.993
H 2.157 -0.534 1.260
H -1.973 -0.500 0.964
H -1.077 0.312 2.044
H -0.627 -2.359 -0.047
H 0.995 -2.140 -0.388
H -0.588 0.311 -1.639
H -1.469 -0.851 -2.197
H 0.359 -0.280 -3.640
H 1.384 -1.241 -2.824
O -0.736 2.817 0.699
H -0.328 2.693 -0.147
H -1.340 2.267 0.921

Values from the calculation:
- HOMO: -7.557 eV
- HOMO-LUMO gap: 8.470 eV
- LUMO level: 0.9 eV
- SMILES: N/C=C(\N)CCN.O

These are the Mulliken partial charges, in e, on atoms 1 to 5: N -0.374; C -0.513; C 0.455; N -0.635; C -0.743

The winner here is 1, beating the second structure by 23.5 kJ/mol.

1 | This record from the Open Molecules 2025 dataset describes a 3-piece molecular cluster, C3H7NO3 overall. The level of theory is ωB97M-V with the def2-TZVPD basis set.

Cartesian coordinates (Å):
C -1.229 3.159 -0.884
C -1.537 2.055 -1.399
O -1.643 1.147 -2.120
H -0.455 3.297 -0.221
H -2.096 3.759 -0.676
C 4.106 -1.766 0.849
O 5.116 -2.362 0.740
H 3.993 -0.624 0.447
H 3.160 -2.047 1.194
N -2.046 -0.870 0.578
O -1.580 -2.071 0.020
H -1.778 -0.818 1.508
H -3.059 -0.947 0.581
H -0.952 -1.914 -0.617

Values from the calculation:
- HOMO: -9.533 eV
- HOMO-LUMO gap: 9.958 eV
- LUMO level: 0.4 eV
- SMILES: C=C=O.C=O.NO

These are the Mulliken partial charges, in e, on atoms 1 to 5: C -0.938; C 0.760; O -0.353; H 0.295; H 0.228

2 | This record from the Open Molecules 2025 dataset describes C3H7NO3 in the gas phase. The level of theory is ωB97M-V with the def2-TZVPD basis set.

Cartesian coordinates (Å):
C 2.034 0.182 -0.368
O 0.620 0.104 -0.713
C -0.354 0.152 0.153
C -1.543 -0.727 -0.191
O -1.362 -1.294 -1.515
N -0.742 0.947 1.055
O 0.286 1.845 1.463
H 2.538 -0.728 -0.834
H 2.358 1.011 -0.983
H 1.994 0.187 0.685
H -2.460 -0.133 -0.042
H -1.671 -1.509 0.539
H -1.536 -2.277 -1.543
H -0.164 2.240 2.294

Values from the calculation:
- HOMO: -9.060 eV
- HOMO-LUMO gap: 9.820 eV
- LUMO level: 0.8 eV
- SMILES: CO/C(CO)=N\O

These are the Mulliken partial charges, in e, on atoms 1 to 5: C -0.594; O -0.313; C 0.528; C -0.288; O -0.537

3 | This record from the Open Molecules 2025 dataset describes C3H7NO3 in the gas phase. The level of theory is ωB97M-V with the def2-TZVPD basis set.

Cartesian coordinates (Å):
O -1.114 -0.542 -2.455
C -0.727 -0.674 -1.285
O -0.487 -1.942 -0.640
N 0.086 0.325 -0.794
C 0.773 0.277 0.466
C 0.263 1.240 1.506
O 0.896 1.209 2.765
H -1.166 -2.538 -1.005
H 0.404 0.903 -1.491
H 0.789 -0.727 0.887
H 1.832 0.549 0.291
H -0.869 1.051 1.661
H 0.332 2.257 1.086
H 1.861 1.374 2.634

Values from the calculation:
- HOMO: -9.958 eV
- HOMO-LUMO gap: 10.539 eV
- LUMO level: 0.6 eV
- SMILES: O=C(O)NCCO

These are the Mulliken partial charges, in e, on atoms 1 to 5: O -0.584; C 0.520; O -0.459; N -0.123; C -0.494

4 | This record from the Open Molecules 2025 dataset describes a 2-piece molecular cluster, C3H7NO3 overall. The level of theory is ωB97M-V with the def2-TZVPD basis set.

Cartesian coordinates (Å):
C 0.788 -0.773 2.464
C 0.212 0.298 1.582
O 0.396 1.413 1.905
N -0.474 -0.048 0.489
C -1.338 -1.110 0.269
O -2.188 -1.080 -0.593
H 0.225 -0.976 3.309
H 0.613 -1.751 1.990
H 1.895 -0.729 2.494
H -0.732 0.694 -0.244
H -1.496 -1.973 1.002
O 2.039 1.221 -4.812
H 1.684 0.436 -5.197
H 1.181 1.719 -4.675

Values from the calculation:
- HOMO: -10.416 eV
- HOMO-LUMO gap: 10.968 eV
- LUMO level: 0.6 eV
- SMILES: CC(=O)NC=O.O

These are the Mulliken partial charges, in e, on atoms 1 to 5: C -0.993; C 0.543; O -0.520; N -0.136; C 0.070

The winner here is 3, beating the second structure by 21.0 kJ/mol.

1 | This record from the Open Molecules 2025 dataset describes C3H7NO3 in the gas phase. The level of theory is ωB97M-V with the def2-TZVPD basis set.

Cartesian coordinates (Å):
O -1.531 -2.202 1.516
C -0.868 -1.549 0.739
O -0.873 -1.778 -0.596
N -0.059 -0.523 1.074
C 0.839 0.119 0.147
C 0.194 1.169 -0.751
O 0.734 2.446 -0.377
H -1.389 -2.592 -0.690
H -0.006 -0.326 2.058
H 1.353 -0.628 -0.465
H 1.642 0.577 0.712
H 0.444 0.972 -1.798
H -0.881 1.177 -0.606
H 0.399 3.138 -0.962

Values from the calculation:
- HOMO: -9.959 eV
- HOMO-LUMO gap: 10.653 eV
- LUMO level: 0.7 eV
- SMILES: O=C(O)NCCO

These are the Mulliken partial charges, in e, on atoms 1 to 5: O -0.620; C 0.557; O -0.452; N -0.180; C -0.554

2 | This record from the Open Molecules 2025 dataset describes C3H7NO3 in the gas phase. The level of theory is ωB97M-V with the def2-TZVPD basis set.

Cartesian coordinates (Å):
N 1.108 -0.789 -0.712
C -0.251 -0.523 -0.235
C -0.082 -0.239 1.244
O 0.797 0.984 1.292
C -0.916 0.707 -1.048
O -1.070 0.784 -2.263
O -1.258 1.711 -0.201
H 1.135 -0.829 -1.692
H 1.346 -1.807 -0.525
H -0.914 -1.343 -0.555
H 0.284 -1.120 1.838
H -1.040 0.197 1.554
H 1.528 0.709 0.729
H -0.667 1.558 0.573

Values from the calculation:
- HOMO: -10.390 eV
- HOMO-LUMO gap: 10.976 eV
- LUMO level: 0.6 eV
- SMILES: N[C@@H](CO)C(=O)O

These are the Mulliken partial charges, in e, on atoms 1 to 5: N -0.722; C 0.353; C -0.837; O -0.565; C 0.419

The winner here is 1, beating the second structure by 109.0 kJ/mol.